A cluster of 2 separate species, C2H2NO2S in total at a distorted geometry, computed with ωB97M-V with the def2-TZVPD basis set.

Geometry as XYZ:
```
8
Properties=species:S:1:pos:R:3
C -0.438 -0.391 -0.011
C 0.544 0.152 -0.409
N -3.874 -0.778 0.486
O -3.930 -1.946 -0.118
O -3.607 1.661 0.850
S -3.695 0.654 -0.268
H -1.377 -0.871 0.068
H 1.395 0.837 -0.184
```

HOMO energy in Eh: -0.120
Gap between HOMO and LUMO in eV: 7.2
Total charge: -1
Energy relative to the best compared isomer or geometry (same formula, charge and spin) in kcal/mol: 128.0